# 1
This record from OMol25 describes a molecular structure, C2H2INO3 in a non-equilibrium geometry. The level of theory is ωB97M-V with the def2-TZVPD basis set.

Atoms and positions in Å:
C1 2.102 -0.834 1.275
C2 0.346 -1.552 0.836
N1 -0.059 -1.785 -0.551
O1 2.412 -0.845 2.378
O2 0.104 -0.879 -1.319
O3 -0.502 -2.853 -0.888
I1 3.182 0.132 -0.304
H1 -0.415 -1.054 1.360
H2 0.467 -2.601 1.277

Calculated values
**HOMO-LUMO gap (alpha / beta)**: 0.2498 / 0.2111 Eh
**Spin multiplicity**: 3
**Highest occupied orbital energy (alpha / beta)**: -6.8 / -10.0 eV
**⟨S²⟩**: 2.013

# 2
This record from OMol25 describes a single C2H2INOS molecule in a non-equilibrium geometry. The level of theory is ωB97M-V with the def2-TZVPD basis set.

Atoms and positions in Å:
C1 1.202 -0.725 -0.117
C2 0.797 0.467 -0.453
N1 0.189 1.487 -0.713
O1 -1.046 1.677 -0.027
S1 -1.463 0.689 1.210
I1 -2.255 -1.262 0.036
H1 0.919 -1.496 -0.739
H2 1.656 -0.838 0.803

Calculated values
**HOMO-LUMO gap**: 0.3054 Eh
**Highest occupied orbital energy**: -9.1 eV
**SMILES**: C=C=NOSI

# 3
This record from OMol25 describes 2 unconnected molecules or ions with the total composition C2H2IO2S in a non-equilibrium geometry. The level of theory is ωB97M-V with the def2-TZVPD basis set.

Atoms and positions in Å:
C1 0.734 -1.929 0.055
C2 -0.638 1.685 -0.544
O1 0.454 -1.872 -1.062
O2 1.099 -2.174 1.105
S1 -1.546 0.430 0.386
I1 1.711 1.354 0.228
H1 -0.597 1.368 -1.560
H2 -1.217 1.139 1.392

Calculated values
**HOMO-LUMO gap**: 0.2288 Eh
**Net charge**: -1
**Highest occupied orbital energy**: -2.8 eV

# 4
This record from OMol25 describes 2 unconnected molecules or ions with the total composition C2H2IOS in a non-equilibrium geometry. The level of theory is ωB97M-V with the def2-TZVPD basis set.

Atoms and positions in Å:
C1 1.406 -0.976 0.102
C2 -0.747 0.537 -0.137
O1 1.149 -1.474 1.108
S1 2.300 -0.499 -1.105
I1 -2.886 0.181 -0.272
H1 -0.489 0.565 0.900
H2 -0.733 1.666 -0.597

Calculated values
**HOMO-LUMO gap**: 0.2103 Eh
**Net charge**: -1
**Highest occupied orbital energy**: -2.5 eV

# 5
This record from OMol25 describes a molecular structure, C2H2LiO2Rb in a non-equilibrium geometry. The level of theory is ωB97M-V with the def2-TZVPD basis set.

Atoms and positions in Å:
O1 1.623 0.076 0.348
C1 1.202 1.155 0.568
C2 0.206 2.024 0.657
O2 -0.498 -2.006 -1.038
Rb1 -3.434 -4.430 -1.700
Li1 1.043 -1.774 -0.314
H1 0.063 2.725 -0.168
H2 -0.206 2.230 1.647

Calculated values
**HOMO-LUMO gap**: 0.1263 Eh
**Highest occupied orbital energy**: -4.3 eV

# 6
This record from OMol25 describes 2 unconnected molecules or ions with the total composition C2H2N2O in a non-equilibrium geometry. The level of theory is ωB97M-V with the def2-TZVPD basis set.

Atoms and positions in Å:
C1 -2.219 -1.086 0.376
C2 1.564 -0.007 -1.462
N1 -2.056 -0.240 1.156
N2 1.284 0.456 -0.468
O1 0.989 0.952 0.578
H1 2.276 -0.449 -2.134
H2 -1.839 0.373 1.955

Calculated values
**HOMO-LUMO gap**: 0.4178 Eh
**Highest occupied orbital energy**: -10.3 eV

# 7
This record from OMol25 describes a single C2H2N2O molecule in a non-equilibrium geometry. The level of theory is ωB97M-V with the def2-TZVPD basis set.

Atoms and positions in Å:
C1 0.721 0.396 0.006
C2 -0.697 0.414 -0.031
N1 -1.131 -0.816 0.023
O1 -0.007 -1.589 -0.016
N2 1.138 -0.832 -0.003
H1 1.435 1.242 0.028
H2 -1.460 1.186 -0.006

Calculated values
**HOMO-LUMO gap**: 0.4499 Eh
**Highest occupied orbital energy**: -11.6 eV
**SMILES**: c1cnon1

# 8
This record from OMol25 describes a single C2H2N2O molecule. The level of theory is ωB97M-V with the def2-TZVPD basis set.

Atoms and positions in Å:
O1 0.649 2.363 0.469
C1 -0.107 1.431 0.374
C2 0.153 0.074 0.865
N1 0.304 -0.955 0.280
N2 0.550 -2.044 -0.241
H1 -1.111 1.511 -0.086
H2 -0.344 -2.465 -0.509

Calculated values
**HOMO-LUMO gap**: 0.3580 Eh
**Highest occupied orbital energy**: -9.6 eV

# 9
This record from OMol25 describes a single C2H2N2O molecule in a non-equilibrium geometry. The level of theory is ωB97M-V with the def2-TZVPD basis set.

Atoms and positions in Å:
N1 0.536 1.565 1.026
C1 0.740 0.601 0.392
C2 0.509 -0.053 -0.865
N2 -0.442 -0.869 -0.907
O1 -0.970 -0.837 0.391
H1 1.316 0.099 -1.668
H2 -1.707 -1.559 0.541

Calculated values
**HOMO-LUMO gap**: 0.3970 Eh
**Highest occupied orbital energy**: -10.7 eV
**SMILES**: N#C/C=N\O

# 10
This record from OMol25 describes a single C2H2N2O molecule in a non-equilibrium geometry. The level of theory is ωB97M-V with the def2-TZVPD basis set.

Atoms and positions in Å:
O1 1.516 -1.132 -0.369
C1 0.520 -0.634 -0.074
C2 -0.786 -0.272 -0.562
N1 -0.904 0.815 0.061
N2 0.147 0.574 1.052
H1 -1.449 -0.607 -1.383
H2 0.957 1.256 1.276

Calculated values
**HOMO-LUMO gap**: 0.3559 Eh
**Highest occupied orbital energy**: -9.8 eV
**SMILES**: O=C1C=NN1

# 11
This record from OMol25 describes a single C2H2N2O molecule in a non-equilibrium geometry. The level of theory is ωB97M-V with the def2-TZVPD basis set.

Atoms and positions in Å:
N1 -2.514 0.274 -0.047
C1 -1.349 0.327 -0.015
C2 0.111 0.524 0.008
N2 0.835 -0.632 -0.086
O1 0.620 1.624 -0.029
H1 0.456 -1.583 0.198
H2 1.840 -0.535 -0.029

Calculated values
**HOMO-LUMO gap**: 0.4222 Eh
**Highest occupied orbital energy**: -11.3 eV
**SMILES**: N#CC(N)=O

# 12
This record from OMol25 describes a molecular structure, C2H2N2O in a non-equilibrium geometry. The level of theory is ωB97M-V with the def2-TZVPD basis set.

Atoms and positions in Å:
O1 0.195 1.041 0.526
C1 -0.893 0.512 0.082
N1 -0.890 -0.579 -0.628
N2 0.497 -0.948 -0.941
C2 1.135 -0.390 -0.054
H1 -1.885 0.915 0.277
H2 1.840 -0.552 0.738

Calculated values
**HOMO-LUMO gap**: 0.3773 Eh
**Highest occupied orbital energy**: -10.1 eV

Relative energy (zero: lowest compared OMol25 entry of this formula, charge and spin) across the listed records, respectively: 123.75; 48.99; 19.23; 48.46; 57.20; 100.14; 55.95; 74.74; 73.86; 71.28; 4.43; 74.25 kcal per mole.